Entry 1:
The following is a quantum chemistry calculation of a molecular structure, H8MnO20S4 in a non-equilibrium geometry, from the Open Molecules 2025 dataset.

Calculated values
E_HOMO (spin up / spin down) = 6.94 / 6.88 eV
frontier orbital gap (spin up / spin down) = 3.96 / 3.11 eV
E_LUMO (spin up / spin down) = 10.90 / 10.00 eV

```
! RIJCOSX wB97M-V def2-TZVPD def2/J DEFGRID3
* xyz -5 7
O 3.90 0.06 1.21
O -1.24 -2.99 2.40
O -3.70 1.51 1.18
H 1.57 -0.29 2.22
O 2.30 0.77 -3.18
O -3.89 0.39 -0.94
H -3.39 -0.08 1.49
H 2.96 0.07 2.72
O -0.67 -1.02 -1.59
O 2.04 0.04 2.99
O 0.53 1.30 -1.81
O -1.19 -3.35 0.09
H -0.65 -0.76 -2.51
O -2.99 -0.94 1.58
O 0.29 2.09 1.15
H 0.03 2.97 0.88
O -1.82 1.09 -0.07
H 0.86 2.23 1.91
S 0.97 1.35 -3.19
H -2.05 -0.77 1.68
S -0.45 -2.68 1.19
O 4.02 0.00 -1.18
O 0.90 -3.21 1.31
O 3.42 -1.94 -0.07
S 3.29 -0.50 -0.03
O 1.93 -0.09 -0.07
S -3.23 1.49 -0.20
H -1.00 -1.92 -1.60
O 0.07 0.55 -3.99
Mn -0.01 0.38 -0.14
O -3.45 2.79 -0.87
O -0.36 -1.24 1.09
O 1.00 2.68 -3.67
*
```

---

Entry 2:
The following is a quantum chemistry calculation of a molecular structure, C57H80AsF24N7O8P in a non-equilibrium geometry, from the Open Molecules 2025 dataset.

Calculated values
E_HOMO = -5.53 eV
frontier orbital gap = 6.97 eV
E_LUMO = 1.44 eV

```
! RIJCOSX wB97M-V def2-TZVPD def2/J DEFGRID3
* xyz -1 1
H -1.89 0.84 0.98
C -1.97 -5.25 1.94
C 0.69 -2.89 -0.04
C 5.40 2.95 1.14
O 2.00 5.37 2.26
C -1.17 4.68 0.97
H 1.92 -2.18 -4.83
H -1.82 1.32 3.27
O 3.23 1.89 1.30
H 2.11 3.43 4.81
C 2.07 2.45 4.34
C -4.40 1.04 -3.05
H -0.57 -7.51 3.78
N 4.73 -1.58 -3.11
H -4.17 -1.37 2.87
H -4.48 0.70 -2.03
F 4.60 -3.22 5.35
C -3.08 -5.73 2.57
F 3.88 7.61 3.02
C 2.94 5.88 1.72
H 1.70 -6.13 3.47
H -0.82 -2.53 -1.45
O 2.40 -3.71 2.73
C 1.33 -0.87 -1.22
F 1.02 -8.11 0.96
H -3.63 4.61 -1.17
F 1.42 -6.46 -1.85
H 0.96 -2.85 1.01
C 3.15 -3.98 3.62
H -0.98 -0.18 -2.49
H -2.51 5.44 -9.30
H -2.15 2.66 -2.18
F 4.48 5.54 3.46
H -0.71 0.07 5.01
C 2.78 -6.29 3.46
H -1.46 -0.26 7.26
H 1.94 -0.10 -0.76
H 4.52 0.34 -0.51
H 0.35 6.29 -9.29
C -5.90 -1.55 0.12
C -4.74 -1.09 2.00
C 0.81 2.22 7.59
C 0.63 -0.52 7.32
H -0.04 -3.55 -4.21
H -1.46 -2.21 0.09
H -2.29 -2.34 -4.39
C -1.31 -1.93 -4.59
F 5.00 3.79 0.17
H -4.44 3.29 -3.02
H -6.40 0.49 -0.43
N -5.24 -2.06 1.18
F 4.57 -2.07 3.47
H 0.89 3.30 7.66
H 0.47 -3.92 -0.34
H -2.31 7.04 -8.71
H 1.17 5.94 -0.42
H -0.07 1.32 3.02
F -3.81 -4.52 -3.87
H 0.81 -0.60 1.37
H 0.64 0.88 0.52
H -3.63 2.61 0.65
N -0.13 -2.60 -4.50
H 3.29 0.83 3.75
H -0.53 2.11 -0.71
C 4.15 6.41 2.53
H -1.65 0.19 -5.21
C 2.93 -7.49 4.36
C 4.54 -0.19 -1.45
H 1.54 1.74 4.98
C 0.92 -1.78 -4.82
F -0.38 -6.81 -0.43
H 1.40 3.75 -1.23
O -1.34 5.70 -7.55
H 4.87 -2.40 -1.14
H -1.84 3.27 2.34
C -1.19 2.45 -2.64
C -2.25 5.40 -6.65
C -1.00 -0.63 -4.95
C -4.21 1.05 -5.30
H 3.94 -7.90 4.32
H -4.06 0.79 -6.33
F -4.67 -4.54 -0.43
C -5.97 -0.17 0.31
H 4.08 1.58 -2.70
F 1.61 -6.03 0.45
H -1.94 0.08 -1.06
H 2.01 -2.81 -1.81
C 4.73 -1.53 -1.74
F -0.54 5.69 -5.07
C -2.90 3.39 0.48
C -0.37 1.59 -1.67
H -0.71 3.43 -2.75
H -1.73 -0.77 1.56
H 4.48 -0.24 -4.76
C 0.40 -0.53 -5.12
F -1.61 3.79 -5.14
H -3.35 -7.38 4.04
P 1.14 -7.29 -0.46
C -1.73 5.21 -0.18
H -1.33 2.20 7.76
C 3.85 -2.81 4.32
H -1.92 -4.36 1.33
H -4.31 3.15 -5.48
H 0.65 1.64 -2.04
C 1.82 -2.29 -0.87
C -4.18 0.23 -4.18
H 0.12 -0.93 3.73
H 1.97 3.56 0.36
H -3.93 -0.82 -4.30
O 3.43 -5.18 4.09
C -0.79 -0.39 4.03
H 2.49 5.94 -1.53
C 0.10 -0.03 0.77
C 2.20 5.59 -0.55
H 2.63 -7.19 5.36
C 2.23 4.05 -0.59
H 2.25 -8.31 4.11
O 3.13 6.03 0.43
C -0.51 0.24 7.38
C -2.92 4.47 -0.37
C -0.59 6.14 -9.82
H -0.43 5.27 -10.46
H 3.93 1.79 5.06
F -2.54 5.51 -4.30
C -0.53 -2.13 -0.47
C -5.20 0.09 1.44
C 3.45 1.85 4.09
H 3.00 1.82 7.45
C 4.51 -0.34 -3.69
F 0.66 -8.61 -1.30
As -4.21 -4.53 -2.15
H 3.23 3.67 -0.80
N -1.93 3.61 1.40
H -1.55 -1.17 4.04
H -0.74 6.92 -10.57
N -4.32 2.36 -4.86
C -0.43 1.62 7.62
H -1.45 6.08 -0.74
C -1.31 -6.92 3.26
C 4.35 0.54 -2.63
C 1.89 0.08 7.46
C 4.13 2.43 1.87
H 0.83 0.41 -5.43
N -0.07 -0.69 -0.57
F -5.78 -3.77 -2.48
F -3.44 -2.94 -2.03
C -1.77 6.10 -8.85
H -5.11 -3.05 1.31
C 1.99 1.46 7.61
H 0.04 -5.87 2.04
C -0.97 0.71 2.95
H -1.30 2.00 -3.63
C -1.21 0.19 1.54
F 2.67 -7.80 -0.62
C -0.93 0.17 -1.46
H 2.80 -0.46 7.22
H -4.00 -5.20 2.41
F 6.26 3.58 1.93
F 5.21 6.54 1.73
N -0.89 -5.90 2.43
F -2.67 -5.31 -1.85
C -1.72 5.10 -5.25
F 2.92 -1.98 4.81
H -0.34 5.06 1.54
O -3.42 5.29 -6.88
H -5.07 1.12 1.75
H 3.16 -6.54 2.48
H 4.80 -2.37 -3.72
H 2.72 -2.37 -0.28
H 1.20 -0.73 -2.29
F 5.98 1.86 0.62
H -6.20 -2.28 -0.61
O 4.23 2.60 3.17
F -5.01 -6.10 -2.33
H 1.56 2.68 3.40
C -2.70 -6.83 3.37
H 0.68 -1.60 7.26
C -4.41 2.32 -3.50
*
```

---

Entry 3:
The following is a quantum chemistry calculation of 2 unconnected molecules or ions with the total composition C2H5O6P in a non-equilibrium geometry, from the Open Molecules 2025 dataset.

Calculated values
E_HOMO = -0.07 eV
frontier orbital gap = 6.86 eV
E_LUMO = 6.78 eV
ΔE to the lowest compared entry with this formula, charge and spin = 94.83 kcal per mole

```
! RIJCOSX wB97M-V def2-TZVPD def2/J DEFGRID3
* xyz -2 1
P 1.52 -0.58 0.01
H -1.21 0.78 1.94
O 2.92 -0.49 -0.48
O 1.26 1.98 -0.94
O 1.46 -0.72 1.52
H -0.34 -0.48 0.77
O 0.64 -1.74 -0.77
C 0.66 1.11 -0.36
C -0.99 0.37 1.00
H -1.86 -0.15 -0.54
O -2.20 0.13 0.38
H -1.23 -0.46 -1.81
H -0.21 -1.23 -1.06
O -0.43 1.49 0.34
*
```